A cluster of 2 separate species, C5H9NO in total. Source: the OMol25 dataset; level of theory: ωB97M-V with the def2-TZVPD basis set.

```
16
C5H9NO (ωB97M-V with the def2-TZVPD basis set)
C -1.32607 -0.34221 -1.23122
C -1.23176 -0.35000 0.09347
C 0.02755 -0.59298 0.89154
C 1.17666 -1.24784 0.13406
N 0.43834 0.70443 1.43691
C -0.11959 1.77286 1.30505
O -0.57608 2.85171 1.24192
H -2.25793 -0.06712 -1.71537
H -0.49912 -0.62256 -1.87969
H -2.08927 -0.03885 0.69460
H -0.20378 -1.21732 1.76325
H 1.44304 -0.68026 -0.76169
H 0.88944 -2.25990 -0.16728
H 2.06172 -1.31541 0.77386
H 1.23441 1.83094 -0.95619
H 1.03245 1.57449 -1.62321
```

Its HOMO-LUMO gap is 11.13 eV. Its energy relative to the best compared isomer or geometry (same formula, charge and spin) is 217.5 kJ/mol. The electronic energy comes out at -325.8547 a.u. Its structure (SMILES) is C=C[C@@H](C)N=C=O.[H][H]. The calculation puts the LUMO energy at 0.98 eV. The HOMO energy comes out at -0.3729 Ha.

A structure of composition C28H57IrN11S5. Source: the OMol25 dataset; level of theory: ωB97M-V with the def2-TZVPD basis set.

```
102
C28H57IrN11S5 (ωB97M-V with the def2-TZVPD basis set)
Ir 0.20705 -0.02503 0.20611
C 1.88725 2.22857 -1.98319
N 1.37365 1.58507 -3.16249
C 2.24555 1.68387 -4.30629
C 0.23035 0.86997 -3.15879
N -0.38455 0.53407 -2.06779
C -1.76665 0.12107 -2.18899
C -2.55005 0.59147 -0.96629
N -2.20345 -0.16603 0.23381
C -2.63145 0.57547 1.41681
C -2.17525 -0.03493 2.73991
N -0.78085 -0.39503 2.72761
C -0.09915 -0.35923 3.80851
N 1.21425 -0.85653 3.81961
C 2.28535 0.13257 3.78781
C 1.40315 -1.90213 2.82631
N -0.66855 0.05707 5.03001
C -1.53785 -0.94413 5.62671
C 0.17895 0.66707 6.03221
C -2.70365 -1.54263 0.19921
C -1.62275 -2.56623 0.58251
N -0.47445 -2.43513 -0.29129
C -0.05705 -3.46893 -0.93579
N 0.98125 -3.40923 -1.80139
C 1.49275 -4.52103 -2.56159
C 1.75495 -2.20923 -1.98849
N -0.69135 -4.72713 -0.75829
C -1.68775 -5.14633 -1.70919
C -0.00265 -5.76373 -0.02959
N -0.23525 0.55357 -4.44119
C -0.65105 -0.78013 -4.79009
C -0.63635 1.60107 -5.34669
H 2.83665 1.77917 -1.69099
H 2.04855 3.28947 -2.18159
H 1.17905 2.11037 -1.16739
H 3.26635 1.45997 -3.98889
H 1.94755 0.98327 -5.07919
H 2.23715 2.69467 -4.72649
H -2.23085 0.56397 -3.07929
H -1.82445 -0.96923 -2.27669
H -2.27985 1.63447 -0.78419
H -3.63085 0.53347 -1.17389
H -2.20555 1.57617 1.33751
H -3.73075 0.66267 1.45061
H -2.39315 0.68997 3.53521
H -2.75905 -0.94203 2.94251
H 2.30325 0.73267 4.69321
H 3.23695 -0.38853 3.70361
H 2.17185 0.80467 2.93281
H 0.75415 -2.74013 3.08741
H 1.15735 -1.55823 1.80451
H 2.44095 -2.22543 2.84961
H -2.14995 -1.42273 4.86791
H -0.95865 -1.71983 6.14541
H -2.19465 -0.45333 6.34731
H 0.58695 1.59857 5.64651
H -0.44345 0.90907 6.89331
H 0.98995 0.01277 6.36941
H -3.56075 -1.65953 0.87521
H -3.05845 -1.77283 -0.80979
H -1.28465 -2.36433 1.60031
H -2.06155 -3.57013 0.54101
H 0.93415 -5.43193 -2.39089
H 1.44445 -4.27973 -3.62899
H 2.54015 -4.69933 -2.30079
H 1.28125 -1.38633 -1.44979
H 2.76755 -2.34073 -1.60029
H 1.81215 -1.96393 -3.05069
H -2.16795 -4.26553 -2.13099
H -1.28855 -5.75323 -2.53519
H -2.44515 -5.74193 -1.19329
H 0.83205 -5.32593 0.51241
H -0.69025 -6.21093 0.69461
H 0.37765 -6.57183 -0.66819
H -0.37145 -1.46623 -3.99359
H -1.73175 -0.85203 -4.97009
H -0.13715 -1.08443 -5.71189
H -0.32075 2.56177 -4.95109
H -0.19175 1.45577 -6.33539
H -1.72685 1.61417 -5.46459
S 6.63535 3.25797 2.90381
C 5.33425 2.66407 2.09841
S 3.93265 3.67607 1.69021
C 2.95315 2.51097 0.95131
C 3.47425 1.27607 0.88841
S 2.78275 -0.13543 0.21611
S 5.14795 1.03287 1.60381
S 0.39465 2.22987 1.43911
C 0.35485 5.10877 0.53701
C -0.86615 4.24337 0.20421
C -1.30505 4.49937 -1.24509
C -2.03375 4.61167 1.14241
N -0.59205 2.84267 0.34011
H 0.14295 6.16317 0.37371
H 1.19955 4.81477 -0.08019
H 0.63445 4.95517 1.57641
H -1.50215 5.55937 -1.39239
H -2.21135 3.93977 -1.46999
H -0.52455 4.18657 -1.93409
H -2.25965 5.67067 1.04151
H -1.76995 4.40187 2.17671
H -2.92455 4.03507 0.89201
```

Its HOMO-LUMO gap (spin up / spin down) is 6.13 / 5.82 eV. As for the spin multiplicity: 2. The electronic energy comes out at -3798.4674 a.u. The calculation puts the LUMO energy (spin up / spin down) at -0.01 / -0.29 eV. The HOMO energy (spin up / spin down) comes out at -0.2257 / -0.2245 Ha. As for the expectation value of S²: 0.843.

Question: Which of these has the highest electronic energy?
Answer: C5H9NO

Question: The lowest electronic energy belongs to which entry?
Answer: C28H57IrN11S5

Question: Among the records above, which one has the lowest electronic energy?
Answer: C28H57IrN11S5

Question: Look up the electronic energy of the second one.
Answer: -3798.4674 a.u.